Here is a cluster of 2 separate species, C7H13NO2 in total in a non-equilibrium geometry from OMol25. Energies are from ωB97M-V/def2-TZVPD.

Each line ends with the Löwdin charge.
Cartesian coordinates (Å):
O: 2.107 -0.867 -2.645  0.028
O: 1.355 0.909 0.062  0.009
N: -0.101 -0.590 -3.095  0.120
C: 1.044 -0.123 0.788  -0.127
C: 0.654 1.367 -0.948  -0.185
C: -0.369 -0.411 1.191  -0.416
C: 0.026 2.497 -1.162  0.013
C: -0.506 -1.854 1.673  -0.071
C: -0.852 0.575 2.270  -0.053
C: 0.964 -0.793 -2.272  -0.478
H: 1.881 -0.553 1.321  0.140
H: -0.256 0.473 3.175  0.084
H: -0.445 2.679 -2.114  0.043
H: -0.022 3.302 -0.434  0.057
H: 0.065 -2.000 2.592  0.083
H: -0.773 1.602 1.920  0.074
H: -0.987 -0.251 0.295  0.130
H: 0.675 -1.053 -1.199  0.114
H: 0.110 -0.269 -4.034  0.110
H: -0.126 -2.557 0.929  0.078
H: -1.891 0.381 2.521  0.079
H: -1.551 -2.090 1.881  0.082
H: -1.004 -0.372 -2.713  0.088

Maximum force   1.4 eV/Å
E_HOMO (spin up / spin down)   -7.8 / -8.3 eV
Energy   -13050.5223 eV
Frontier orbital gap (spin up / spin down)   7.81 / 8.67 eV
Spin multiplicity   1
Energy above the lowest of the compared OMol25 structures with the same formula, charge and spin   124.7 kcal/mol